Below is a single C24H29N3O6S molecule in a non-equilibrium geometry, with properties calculated with ωB97M-V/def2-TZVPD.

spin multiplicity = 1

CARTESIAN COORDINATES (ANGSTROEM)
C (6.57934, -2.35691, 0.98021)
C (5.31189, -1.68352, 1.49992)
N (4.15433, -1.91504, 0.66270)
C (4.06140, -1.22795, -0.60746)
C (3.07872, -0.06081, -0.53440)
S (3.52714, -3.46417, 0.66506)
O (3.86915, -4.17539, -0.53750)
O (3.85128, -4.06413, 1.92546)
C (1.78146, -3.07239, 0.61996)
C (1.23880, -2.40954, 1.70389)
C (-0.09059, -2.02521, 1.67711)
C (-0.86731, -2.30354, 0.55386)
C (-2.29332, -1.86362, 0.42126)
O (-2.76237, -1.55569, -0.65993)
N (-3.02178, -1.90220, 1.55959)
C (-4.35600, -1.35488, 1.61230)
C (-4.36461, 0.07964, 2.17355)
C (-3.44853, 0.93770, 1.35430)
C (-3.84714, 1.58752, 0.23811)
C (-2.92882, 2.30032, -0.58586)
C (-3.32319, 2.98158, -1.76420)
O (-4.65305, 2.95921, -2.04352)
C (-5.10024, 3.57787, -3.22524)
C (-2.36076, 3.60985, -2.52549)
C (-1.01462, 3.58379, -2.15200)
C (-0.60583, 2.93339, -1.00966)
O (0.68337, 2.84816, -0.54570)
C (1.69367, 3.47424, -1.29700)
C (-1.57845, 2.28794, -0.21825)
N (-1.20881, 1.64103, 0.92699)
C (-2.05085, 0.95643, 1.76455)
O (-1.61004, 0.41269, 2.77017)
C (-0.30123, -2.96596, -0.53299)
C (1.02493, -3.35818, -0.49970)
H (7.40313, -2.18439, 1.66820)
H (6.85601, -1.97229, 0.00083)
H (6.40351, -3.42635, 0.89564)
H (5.06175, -2.09569, 2.47878)
H (5.45156, -0.60263, 1.59417)
H (3.72899, -1.95378, -1.35364)
H (5.04683, -0.86185, -0.91071)
H (3.04150, 0.45064, -1.49263)
H (3.39092, 0.64591, 0.23037)
H (2.08130, -0.41498, -0.28838)
H (1.86898, -2.19945, 2.55312)
H (-0.49583, -1.45986, 2.50333)
H (-2.54029, -2.00561, 2.43957)
H (-4.98346, -2.00205, 2.23122)
H (-4.73188, -1.35083, 0.58629)
H (-5.38427, 0.46319, 2.14788)
H (-4.00600, 0.06355, 3.20473)
H (-4.88095, 1.56542, -0.07163)
H (-6.17640, 3.41481, -3.25312)
H (-4.64304, 3.12739, -4.11154)
H (-4.89814, 4.65385, -3.21707)
H (-2.62224, 4.13529, -3.42926)
H (-0.30337, 4.08878, -2.78531)
H (1.76561, 3.04996, -2.30328)
H (1.52904, 4.55411, -1.36816)
H (2.62078, 3.28554, -0.75871)
H (-0.22310, 1.65032, 1.16288)
H (-0.91723, -3.15497, -1.39910)
H (1.48837, -3.87625, -1.32454)



Below is a 7-piece molecular cluster, C18H56N5O6 overall in a non-equilibrium geometry, with properties calculated with ωB97M-V/def2-TZVPD.

total charge = +1
spin multiplicity = 1

CARTESIAN COORDINATES (ANGSTROEM)
N (3.42300, 20.30700, 23.11900)
H (2.91900, 19.70800, 23.70100)
H (3.03000, 21.29600, 23.43400)
H (2.96200, 20.26100, 22.09000)
H (4.44100, 20.14500, 22.87700)
C (4.76700, 23.52600, 21.71200)
C (6.09400, 22.72500, 22.07300)
C (6.45300, 22.67500, 23.50200)
O (6.89500, 23.93900, 24.01700)
C (7.17600, 24.10200, 25.44600)
N (5.72600, 21.41800, 21.55200)
H (4.93600, 24.50900, 21.95500)
H (3.91800, 23.09800, 22.26400)
H (4.60000, 23.56500, 20.56800)
H (7.10500, 23.00900, 21.52600)
H (7.23100, 21.90300, 23.49900)
H (5.64300, 22.18500, 24.18300)
H (7.41500, 25.22600, 25.68800)
H (8.07200, 23.42100, 25.57400)
H (6.36200, 23.65500, 26.10900)
H (6.51600, 20.89100, 21.87700)
H (5.73700, 21.39300, 20.53100)
C (3.29400, 22.52000, 26.99900)
C (2.24500, 23.24300, 26.04600)
C (2.83900, 24.49800, 25.41200)
O (3.27000, 25.35100, 26.40000)
C (4.01000, 26.52100, 26.11300)
N (1.85000, 22.24000, 25.11700)
H (2.53500, 21.75000, 27.58700)
H (3.89300, 23.20300, 27.59500)
H (3.92300, 21.70700, 26.55700)
H (1.45800, 23.64200, 26.62600)
H (2.22600, 24.88400, 24.71200)
H (3.84100, 24.23200, 24.84300)
H (4.82600, 26.47900, 25.55100)
H (4.25900, 27.16100, 26.90100)
H (3.45000, 27.15700, 25.24300)
H (1.02100, 22.65600, 24.71200)
H (1.58500, 21.35700, 25.55300)
C (2.25600, 18.09100, 26.50200)
C (0.74700, 18.31700, 26.86900)
C (-0.18100, 18.51000, 25.61100)
O (0.42900, 19.31300, 24.68600)
C (-0.44500, 19.65200, 23.57800)
N (0.25800, 17.20900, 27.74100)
H (2.52900, 17.09000, 26.05400)
H (2.74000, 18.48100, 27.37900)
H (2.56900, 18.81500, 25.69800)
H (0.62600, 19.41900, 27.34600)
H (-1.26200, 18.44400, 25.82200)
H (-0.27700, 17.55200, 25.11900)
H (-0.02400, 20.27700, 22.69400)
H (-1.35600, 20.21900, 23.88500)
H (-0.99700, 18.95500, 23.20400)
H (0.24600, 16.51000, 27.07800)
H (-0.68600, 17.40900, 27.98400)
C (7.39300, 18.14500, 22.72100)
C (7.49900, 17.49900, 21.31900)
C (8.98400, 16.98800, 20.94300)
O (9.98800, 18.00300, 21.02100)
C (11.12700, 17.54500, 20.50100)
N (6.69900, 16.24200, 21.35900)
H (7.42200, 17.33200, 23.32400)
H (6.40100, 18.60800, 22.81300)
H (7.91000, 19.07900, 23.13600)
H (7.23700, 18.22000, 20.61400)
H (8.99500, 16.35400, 19.99600)
H (9.27100, 16.27500, 21.79900)
H (11.74100, 16.61200, 21.08900)
H (11.95900, 18.25400, 20.75900)
H (11.12000, 17.42600, 19.37200)
H (6.70000, 15.80900, 20.55000)
H (6.93400, 15.62700, 22.08300)
C (1.23300, 23.19900, 21.57800)
O (1.99600, 22.12200, 20.96800)
H (0.19500, 23.35500, 20.78900)
H (1.71000, 24.28100, 21.44000)
H (1.13700, 23.10600, 22.76700)
H (1.95400, 22.03600, 20.00500)
C (6.16000, 19.46400, 26.09000)
O (5.33300, 18.92600, 25.10000)
H (5.93600, 20.49800, 26.26800)
H (7.13100, 19.21100, 26.00500)
H (5.80100, 18.96500, 27.08700)
H (5.33600, 17.76100, 24.93100)



Computed energy above the lowest of the compared OMol25 structures with the same formula, charge and spin, in the same sequence as the records: 0.5057 0.4318 eV.
Computed total energy, in the same sequence as the records: -52949.891 -39291.715 eV.
Computed LUMO level, in the same sequence as the records: 0.30 -2.28 eV.